C37H53BCuN8O3S2SbSi3 | ωB97M-V/def2-TZVPD

Each line ends with the Mulliken charge.
Atoms and positions in Å:
1 Sb -2.69601 -1.76255 0.04670  -0.918
2 H -2.73327 -5.58889 0.64230  0.320
3 H -4.38785 -4.55610 2.14176  0.235
4 H 8.49923 0.97625 0.85313  0.534
5 H -2.13431 -3.46240 -3.08802  0.011
6 H -2.49547 -0.27178 3.51437  0.161
7 H -4.60904 1.76033 -1.97058  0.397
8 C -1.49340 -3.63120 2.82446  -0.791
9 C -4.63026 1.04412 1.20006  -0.789
10 C 3.16073 -2.57039 2.40673  -1.636
11 C -3.15903 -1.12531 3.68925  -1.134
12 H 3.39977 4.58207 0.56483  0.450
13 H 10.57017 1.22883 -3.46287  0.220
14 H 1.03773 0.74890 -3.16960  0.337
15 C -1.03076 2.49958 2.65706  -0.121
16 N 0.06177 0.98214 1.31233  1.873
17 Cu 0.97705 0.13753 -0.27652  -2.050
18 C 0.46540 1.57152 -2.69086  -0.006
19 C -0.78562 2.07971 1.31021  -0.959
20 H 3.32517 -3.64164 2.35001  0.393
21 C 0.29431 0.71621 2.60499  -0.246
22 C 2.53603 -2.05784 1.10407  0.464
23 H -5.32230 1.86420 1.03082  0.378
24 H -1.61724 -4.14985 3.77030  0.430
25 H 4.06260 -1.99323 2.59136  0.283
26 H -4.11546 0.33744 -2.75893  0.506
27 C 7.77164 -0.20337 -2.67697  -0.470
28 H 10.27340 1.16581 -0.93527  0.356
29 N 2.77824 1.38494 -0.14207  0.487
30 C 9.28893 0.80244 -1.14614  -0.695
31 C 7.06438 0.06986 -0.44977  0.139
32 C -3.16553 -3.67264 -2.96045  -0.854
33 C -3.27857 8.02997 1.23690  -0.152
34 C 6.79745 -0.34615 -1.73588  -0.787
35 C 9.06716 0.33114 -2.43639  0.677
36 H -3.72104 3.68850 -0.19652  0.107
37 B 0.84938 -3.15408 -3.46983  0.586
38 N 4.45361 -0.12814 0.26135  0.174
39 O 5.99270 -1.91335 0.84480  -0.765
40 H -5.45016 -3.12763 2.37916  0.261
41 H -0.72163 7.25935 1.69678  0.352
42 H -2.75157 -1.53726 4.56535  0.471
43 H -1.56539 3.38915 2.99180  0.547
44 Si -4.54122 -0.06217 -0.28574  0.572
45 H -4.58918 -3.87259 3.79180  0.369
46 C -5.39972 -4.19852 -0.99763  -0.927
47 C -1.67010 4.17907 0.45784  -1.066
48 O 1.55690 -1.28935 1.08713  0.005
49 H -3.74497 -2.84611 -3.32509  0.303
50 H -5.66453 -5.03324 -1.71573  0.319
51 C -0.58859 3.45979 -2.15898  -0.224
52 H 0.20212 3.09913 -4.20407  0.459
53 C -2.68601 6.74877 0.95915  0.610
54 N 3.03806 -2.62017 0.01406  -0.033
55 C -3.00319 4.47526 0.18831  0.394
56 C 3.34256 3.51197 0.52243  -0.824
57 H -3.68201 1.41213 1.55218  0.106
58 C -4.52288 -3.63156 2.70895  -1.109
59 O 6.37398 0.26239 2.00225  -0.663
60 C -3.96757 0.91221 -1.86736  -0.886
61 H 0.23928 5.14004 1.10938  0.442
62 H -0.08262 -2.90362 -4.18914  -0.234
63 H -1.53981 -5.03317 -0.48847  0.281
64 H -5.91149 -3.28893 -1.31155  0.186
65 S 5.94492 -0.43548 0.80530  1.022
66 Si -2.97727 -2.54176 2.46280  0.657
67 C -3.51859 5.73350 0.44661  -0.657
68 N 1.31587 -1.14630 -1.78404  -0.408
69 C 2.51049 2.72810 -0.16103  -0.759
70 H -0.17727 1.65487 4.56893  0.340
71 H -6.27635 -1.09585 -1.68763  0.294
72 N 0.00144 1.38560 -1.44944  2.143
73 H -7.07294 0.14772 -0.72337  0.364
74 C -0.68175 2.56292 -1.06734  -1.452
75 H -4.60126 5.89257 0.24381  0.378
76 C 1.12893 -2.01333 -2.51786  0.539
77 H 2.41734 -2.32964 3.17770  0.397
78 H 9.55653 0.35382 -4.44322  0.229
79 H -1.03308 4.43518 -2.14077  0.641
80 C -2.61347 -5.29239 -0.40443  -1.039
81 H 7.56695 -0.57511 -3.62940  0.336
82 H -1.34648 -4.37752 2.03850  0.251
83 H -0.59818 -3.02551 2.95064  0.016
84 H -3.44572 -4.59239 -3.54127  0.326
85 H 1.80803 -3.38883 -4.13102  -0.157
86 H -4.98624 0.46273 2.02515  0.325
87 H 3.99395 -2.95673 0.16330  0.216
88 H -5.73003 -4.53735 -0.01892  0.273
89 C 0.01578 2.79229 -3.19408  -1.687
90 S 4.77689 2.55087 0.95708  -0.181
91 H 1.60806 3.00352 -0.62771  0.691
92 C -6.31282 -0.66044 -0.67433  -1.276
93 N 9.96989 0.42796 -3.51642  -0.602
94 H 0.60604 -4.09311 -2.74356  -0.199
95 H -2.73249 -6.18673 -1.10364  0.336
96 C -1.37302 6.45506 1.25698  -0.731
97 H 2.78852 -2.17383 -0.87520  0.207
98 H -6.68128 -1.40355 0.00170  0.348
99 Si -3.56446 -3.86133 -1.09153  0.500
100 H -4.19204 -0.86526 3.86590  0.364
101 C 8.29517 0.68638 -0.15254  -0.446
102 H -2.92563 1.11772 -1.63497  -0.108
103 C -0.83917 5.23714 0.93983  0.073
104 N -3.84163 8.97760 1.52456  -0.529
105 C 3.99506 1.13375 0.28415  0.030
106 C -0.35252 1.61439 3.46793  -1.525
107 H 0.86992 -0.12242 3.01102  0.197
108 C -1.08025 2.84172 0.21232  2.086
109 H 5.76219 -0.69810 -1.96443  0.320

Values from the calculation:
- HOMO-LUMO gap (spin up / spin down) (eV) = 6.652 / 6.658
- ⟨S²⟩ = 0.7525
- HOMO energy (spin up / spin down) (eV) = -5.50 / -5.50
- net charge = -1
- spin multiplicity = 2

C37H53Br2N2O21 | ωB97M-V/def2-TZVPD

Each line ends with the Mulliken charge.
Atoms and positions in Å:
1 C 5.65634 -6.38440 -0.61861  -1.391
2 O -1.62977 -10.70034 -6.16290  -0.261
3 C -3.15993 4.58514 1.72216  -0.417
4 H -2.81789 3.55024 1.66739  0.279
5 C 3.99637 -5.92660 -3.70347  -0.548
6 H -4.23801 5.54212 -1.41584  0.383
7 O 0.70119 14.03412 1.86875  -0.537
8 C 1.30461 -3.38869 0.71256  -1.233
9 H -0.01494 3.63328 0.28624  0.087
10 C -0.41164 -0.39773 1.42229  0.531
11 O 0.69869 -3.65852 -4.46891  -0.354
12 C -1.77077 -12.78103 -4.92229  -1.406
13 C 0.39314 12.95215 2.26871  0.631
14 H 2.58088 5.21181 -0.17400  0.227
15 Br 5.19569 -9.46409 -0.72564  -0.016
16 H -5.36576 8.02915 6.32004  0.330
17 H 2.44674 -1.82477 -3.45038  0.204
18 O -1.50251 7.45551 7.98544  -0.543
19 H 0.54224 -3.58620 -0.04473  0.213
20 O 0.17309 11.86867 1.47407  -0.348
21 H 3.24924 -8.50363 0.60304  0.529
22 H -2.23796 -12.37248 -4.02270  0.336
23 C 4.12194 -6.66557 -0.27045  0.450
24 H -0.69012 -12.70137 -4.77755  0.342
25 C 2.73302 -7.98292 -2.90663  0.856
26 H 5.99075 -6.81343 -1.61463  0.288
27 H -2.40333 -13.33858 -7.83921  0.331
28 H 1.17378 10.67027 4.99013  0.397
29 H -5.20769 5.63090 0.04098  0.365
30 H 1.13690 10.31768 2.41120  0.289
31 H -0.11390 -0.25990 -2.86146  0.339
32 O -2.68578 9.33281 7.54042  -0.374
33 H -0.37379 10.99182 5.74676  0.333
34 H -0.71890 -13.02090 -7.36178  0.307
35 C -3.91017 9.54829 6.83869  0.680
36 C -1.72185 -12.58921 -7.43458  -0.493
37 H 1.49522 0.03811 -2.23454  0.205
38 H 1.26006 -9.19408 -0.03417  0.321
39 O 0.52575 -1.09140 0.71894  -0.196
40 H 6.27673 -6.88324 0.19635  0.465
41 C 0.78687 4.02815 -0.34601  -0.122
42 O 0.29510 -4.84254 -2.57898  -0.559
43 H -0.54702 9.97478 1.94706  0.144
44 C -0.25611 -2.38725 2.42177  -0.522
45 O 2.70906 3.34257 0.66328  -0.376
46 N 1.31170 -8.97222 -1.04671  0.440
47 C 0.94502 -2.17679 1.54661  0.515
48 H 1.81170 -1.84649 2.12933  0.228
49 O 0.84113 -2.64647 -2.46928  -0.092
50 C 1.96435 4.53768 0.43024  0.516
51 C -2.21477 -12.00354 -6.14288  0.471
52 C 2.38986 2.47722 -0.33911  0.591
53 O -2.91734 6.64023 0.77115  -0.347
54 C -3.10451 5.27743 0.39375  0.916
55 H 2.46221 5.64588 2.20561  0.357
56 H 1.43818 -8.09254 -4.86298  0.457
57 H -3.30373 -11.88858 -6.14415  0.252
58 H 0.37333 4.78427 -1.01563  0.314
59 O -1.11108 -9.29328 -7.85773  -0.529
60 H -5.63911 10.84398 6.96733  0.377
61 C 2.49553 -8.41319 -1.47840  0.477
62 N 0.20711 -9.28616 -1.70165  -0.997
63 C 1.35487 -1.73538 -3.44032  0.635
64 C -1.43310 -10.37745 -7.47436  0.591
65 H -4.64124 10.80310 8.44022  0.363
66 H -4.08060 11.68457 7.03319  0.361
67 C 1.58122 5.20514 1.73333  -1.428
68 O 0.20601 12.64204 3.58378  -0.358
69 C -4.61700 10.78623 7.34785  -1.512
70 O -2.27413 5.37031 2.51304  -0.271
71 H -0.53241 -9.23638 -3.68329  0.537
72 C 0.36794 -8.96002 -3.03337  -0.380
73 H 1.42676 -4.27907 1.33322  0.286
74 C 1.51209 -8.30928 -3.75894  -0.352
75 H -5.18976 8.28448 8.07248  0.296
76 H 2.23962 -3.21210 0.17503  0.373
77 C -2.30899 6.62958 1.99310  0.616
78 C -2.50529 7.98224 7.60924  0.644
79 H -1.45467 11.43627 3.62441  0.176
80 H -2.23091 4.96211 -0.18724  -0.110
81 H 0.84478 5.99582 1.57213  0.307
82 O -0.77018 -1.06548 2.55232  -0.344
83 H -2.04278 -13.83531 -5.00315  0.382
84 H 1.15531 0.35929 -3.94387  0.407
85 H 5.00085 -7.88682 -3.71013  0.368
86 C 0.12872 10.73735 2.33758  -0.241
87 H -0.16679 9.51816 4.78435  0.338
88 O -3.61394 7.31667 7.18395  -0.328
89 H 0.00539 -2.80222 3.39627  0.317
90 H 4.77874 -5.19710 -3.34178  0.281
91 C -4.66061 8.27768 7.11462  -0.471
92 H 1.17603 4.48057 2.44402  0.353
93 C 4.04430 -7.33715 -3.45453  -0.524
94 C -0.36396 11.33378 3.62259  0.603
95 H -4.15161 4.60933 2.18383  0.342
96 O 1.35098 2.95065 -1.08387  -0.310
97 C 0.94849 -0.31734 -3.11184  -1.396
98 C -4.36788 5.10711 -0.42206  -1.543
99 H -4.62541 4.05222 -0.53834  0.371
100 H -1.02537 -3.01479 1.96114  0.326
101 H 3.44656 -6.07841 -0.98534  -0.005
102 H -3.67892 9.65397 5.77301  0.181
103 C 0.09392 10.57691 4.85054  -1.429
104 C 0.75076 -2.25411 -4.71197  -0.597
105 Br 3.80657 -5.91895 1.54565  -0.119
106 O -1.66062 -11.44644 -8.28186  -0.311
107 H -0.26723 -1.89509 -4.88857  0.336
108 O 2.95701 1.44128 -0.54005  -0.542
109 O -0.85405 0.66383 1.09194  -0.510
110 H 1.36348 -2.03070 -5.58628  0.346
111 C 0.58039 -3.81175 -3.12229  0.540
112 O -1.85867 7.59789 2.53045  -0.551
113 C 3.67675 -8.20441 -0.41959  -0.772
114 H 5.86586 -5.26418 -0.64990  0.380
115 H 3.09756 -5.55478 -4.29266  0.236

Values from the calculation:
- HOMO-LUMO gap (eV) = 6.640
- HOMO energy (eV) = -11.44
- net charge = +1

- What is the net charge in the second record?
  +1

- Among the records above, which one has the highest net charge?
  C37H53Br2N2O21